This record from the Open Molecules 2025 dataset describes a molecular structure, C4H8F3O5PbS. The level of theory is ωB97M-V/def2-TZVPD.

CARTESIAN COORDINATES (ANGSTROEM)
1 O -1.269 -0.167 -0.871
2 O -1.737 2.652 1.290
3 C -0.820 2.613 2.285
4 O -0.480 1.194 2.412
5 C 0.371 0.802 3.468
6 Pb -1.911 0.692 0.954
7 H -1.195 2.942 3.275
8 H 0.119 3.146 2.039
9 H 0.559 -0.271 3.357
10 H 1.325 1.343 3.401
11 H -0.114 1.007 4.434
12 S -0.065 -0.582 -1.726
13 O 0.775 0.483 -2.213
14 O -0.642 -1.538 -2.819
15 C 0.975 -1.725 -0.663
16 F 1.620 -0.993 0.215
17 F 0.181 -2.573 -0.047
18 F 1.827 -2.366 -1.429
19 C 0.020 -1.639 -4.115
20 H -0.708 -2.149 -4.748
21 H 0.931 -2.236 -4.009
22 H 0.236 -0.635 -4.491

Cartesian forces, eV/Å:
3.96 -2.30 -4.44
0.55 2.35 0.21
0.77 1.40 0.69
1.56 0.48 1.12
0.61 -0.14 0.69
-4.73 -2.84 0.79
0.03 -0.07 -0.39
-0.30 -0.12 0.13
-0.07 0.23 0.10
-0.26 -0.13 0.04
0.19 -0.10 -0.27
-1.46 1.99 0.08
-0.88 -1.53 0.44
0.12 0.68 1.31
-0.28 -0.14 -0.15
0.08 0.39 0.27
-0.20 -0.14 0.08
0.04 -0.01 -0.29
0.39 0.00 -0.63
0.16 0.13 0.17
-0.22 0.16 -0.04
-0.04 -0.29 0.08

## Properties
- Maximum force: 0.124 Eh/bohr
- 2S+1: 1
- Kohn-Sham gap: 10.0 eV
- Total charge: +1
- LUMO: -3.3 eV

Here are the Löwdin charges for atoms 1 to 6, given in e:
1 O -0.5420
2 O -0.3480
3 C -0.3697
4 O -0.4348
5 C -0.0478
6 Pb 1.5590

This record from the Open Molecules 2025 dataset describes 2 unconnected molecules or ions with the total composition C4H8F4N2O2. The level of theory is ωB97M-V/def2-TZVPD.

CARTESIAN COORDINATES (ANGSTROEM)
1 C 0.981 1.928 0.523
2 C 0.889 -1.172 1.235
3 C 0.053 0.895 -0.195
4 C -0.356 -0.390 0.670
5 N -0.466 -1.018 -3.486
6 N -0.867 0.250 1.907
7 O -0.223 1.033 -1.325
8 O -1.262 -1.070 -0.084
9 F -0.420 -0.003 -4.393
10 F 0.863 -1.224 -3.251
11 F -1.710 1.371 1.651
12 F -1.635 -0.520 2.691
13 H 1.807 2.097 -0.140
14 H 0.343 2.759 0.714
15 H 1.189 1.487 1.427
16 H 1.329 -1.899 0.554
17 H 0.529 -1.916 2.073
18 H 1.522 -0.445 1.649
19 H -0.720 -0.479 -2.593
20 H -1.847 -1.684 0.374

Cartesian forces, eV/Å:
-2.05 -1.46 -1.92
-2.76 -2.42 0.67
2.19 0.32 2.63
-0.16 0.38 0.38
-1.19 0.42 1.79
1.38 2.33 0.70
-1.08 -0.39 -2.13
-0.52 -0.44 -0.85
-0.31 0.87 -0.85
1.27 -0.54 0.39
0.14 -1.07 -0.54
-0.80 -1.19 -0.17
0.40 0.38 -0.03
-0.12 1.01 -0.07
1.18 -0.47 2.15
0.18 0.72 -0.55
0.44 1.76 -1.22
1.25 0.45 0.51
0.19 -0.74 -1.26
0.35 0.06 0.39

## Properties
- Maximum force: 0.073 Eh/bohr
- 2S+1: 1
- SMILES: CC(=O)[C@](C)(O)N(F)F.FNF
- Kohn-Sham gap: 10.7 eV
- Total charge: 0
- LUMO: 0.4 eV

Here are the Löwdin charges for atoms 1 to 6, given in e:
1 C 0.0318
2 C 0.0305
3 C -0.3299
4 C -0.4668
5 N -0.0170
6 N -0.0622

This record from the Open Molecules 2025 dataset describes 2 unconnected molecules or ions with the total composition C4H8FIO. The level of theory is ωB97M-V/def2-TZVPD.

CARTESIAN COORDINATES (ANGSTROEM)
1 C 0.028 -0.025 -1.873
2 C 0.728 0.969 1.851
3 C 0.318 -0.090 -0.409
4 C 0.457 0.962 0.382
5 O -3.333 -0.996 0.740
6 F 0.349 2.216 -0.138
7 I -4.224 0.379 -0.349
8 H 0.147 0.990 -2.240
9 H 0.693 -0.690 -2.425
10 H -1.000 -0.347 -2.068
11 H 1.164 1.924 2.135
12 H 1.410 0.166 2.116
13 H -0.197 0.837 2.411
14 H 0.403 -1.066 0.040
15 H -3.806 -1.822 0.614

Cartesian forces, eV/Å:
-0.11 -0.03 0.07
-0.12 0.11 -0.14
0.01 0.34 -0.08
0.10 -0.35 -0.02
0.25 0.12 0.14
-0.06 -0.02 0.02
-0.02 0.02 -0.06
-0.02 0.01 -0.11
0.00 0.04 -0.05
0.05 0.02 -0.07
0.08 -0.01 0.05
0.02 -0.05 0.05
-0.05 0.04 0.08
0.04 -0.11 0.20
-0.18 -0.14 -0.09

## Properties
- Maximum force: 0.007 Eh/bohr
- 2S+1: 1
- SMILES: C/C=C(/C)F.OI
- Kohn-Sham gap: 8.2 eV
- Total charge: 0
- LUMO: -0.7 eV

Here are the Löwdin charges for atoms 1 to 6, given in e:
1 C -0.0896
2 C -0.0271
3 C -0.1163
4 C -0.3542
5 O -0.7707
6 F 0.0272